ORCA calculation (wB97M-V/def2-TZVPD) on a structure of composition C17H21Cl2O3Pm at a distorted geometry.

Atoms and positions in Å:
Pm (-0.048246, -0.772263, 0.883041)
C (1.213724, -3.292126, 0.257730)
C (0.123222, -3.075962, -0.636095)
C (0.497433, -2.029382, -1.529407)
H (-0.785667, -3.687312, -0.694172)
C (1.804965, -1.582553, -1.172963)
C (2.237443, -2.375676, -0.068301)
H (3.192247, -2.280592, 0.451432)
H (1.229150, -4.001695, 1.083010)
H (-0.060820, -1.729123, -2.422732)
H (2.380821, -0.807026, -1.689364)
C (1.230151, 0.832463, 2.737728)
C (2.342479, 0.081549, 2.306694)
C (2.599666, 0.418968, 0.954189)
H (2.901735, -0.652932, 2.885881)
C (1.618213, 1.357132, 0.523599)
C (0.761461, 1.622966, 1.651477)
H (0.012496, 2.410491, 1.694621)
H (0.831716, 0.829335, 3.758163)
H (3.450742, 0.076935, 0.354773)
H (1.627862, 1.906136, -0.416064)
O (-2.027834, -0.920224, -0.203039)
C (-0.493888, 2.851288, -2.581651)
C (-1.454108, 1.922482, -2.276783)
C (0.635459, 2.444729, -3.423197)
C (-0.556179, 4.091414, -1.772962)
C (-2.464630, 0.103402, -0.920302)
H (-1.698020, 1.090477, -2.993101)
H (-2.442460, 2.308726, -2.033399)
H (-3.100520, 0.962618, -0.482949)
H (-3.049095, -0.133982, -1.886996)
H (0.756205, 3.225095, -4.146051)
H (0.422955, 1.483416, -3.895658)
H (1.550672, 2.379693, -2.851700)
H (-0.935677, 4.871409, -2.428027)
H (0.450268, 4.337312, -1.455104)
H (-1.238861, 3.993967, -0.902914)
Cl (-3.906570, -2.550584, 4.076900)
C (-2.211458, -2.976871, 3.731565)
Cl (-2.091212, -4.565041, 2.894603)
C (-1.418350, -1.960362, 2.882268)
O (-0.320900, -2.436860, 2.360953)
O (-1.791023, -0.752325, 2.654583)
H (-1.775567, -3.019114, 4.739721)

Atoms 1-6, force components in eV/Å:
-0.51 0.34 -3.22
-0.18 0.22 -0.50
0.57 -0.33 -0.44
0.47 -0.56 -0.23
0.34 0.56 0.16
-0.45 -0.58 -0.09

Calculated values
Charge   -2
⟨S²⟩   6.02
E_HOMO (alpha / beta)   2.52 / 2.38 eV
Orbital gap (alpha / beta)   1.84 / 1.93 eV
Lowest unoccupied orbital energy (alpha / beta)   4.358 / 4.305 eV
Multiplicity   5
Relative energy (zero: lowest compared OMol25 entry of this formula, charge and spin)   0.0 kcal/mol